{
  "formula": "C5H11N3O",
  "method": "ωB97M-V/def2-TZVPD",
  "orbital_gap_ev": [8.2, 8.2],
  "smiles": "[O-]/[NH+]=C\\[N+]1=CC[NH2+]CC1",
  "multiplicity": 1,
  "total_charge": 2,
  "elements": ["O", "N", "N", "N", "C", "C", "C", "C", "C", "H", "H", "H", "H", "H", "H", "H", "H", "H", "H", "H"],
  "xyz": [[3.304, 0.822, -0.520], [0.702, -0.339, 0.282], [3.089, -0.326, -0.155], [-1.966, 0.663, -0.483], [0.372, 0.911, 0.513], [-0.375, -1.229, -0.173], [-0.940, 1.580, 0.145], [2.010, -0.907, 0.312], [-1.820, -0.690, 0.075], [-1.969, 0.813, -1.488], [-2.812, 1.226, -0.203], [3.902, -0.987, -0.141], [-2.056, -0.609, 1.164], [2.115, -1.947, 0.715], [-2.368, -1.441, -0.601], [-0.241, -2.026, 0.439], [-1.246, 2.112, 0.935], [-0.627, 2.342, -0.692], [-0.177, -1.490, -1.173], [1.102, 1.521, 1.050]],
  "atomic_forces_ev_per_a": [[-0.6908, 0.1951, -0.1922], [-0.4688, 2.4365, -0.2266], [0.7018, -0.4007, 0.6784], [-0.5287, 3.1953, 1.3520], [0.9329, -0.9661, 0.1409], [-0.7259, 2.6852, 0.1153], [3.7654, -1.1842, -4.9787], [-0.6451, -1.3077, 0.7974], [0.5589, -2.0752, -1.2231], [0.3426, -0.7629, -0.4880], [-0.0332, -1.5659, -0.1717], [-0.2048, 0.4006, -0.1632], [-0.1764, -0.5294, -1.0073], [-0.2550, 1.1664, -0.6671], [-0.1761, 1.2112, 1.7274], [-0.0645, -2.9732, 1.5526], [-1.7769, 1.8400, 3.0040], [-0.5388, -1.0765, 1.5676], [0.0466, -0.3790, -1.3562], [-0.0631, 0.0905, -0.4615]]
}


{
  "formula": "C5H11N3O",
  "method": "ωB97M-V/def2-TZVPD",
  "orbital_gap_ev": 9.8,
  "multiplicity": 1,
  "total_charge": 2,
  "elements": ["O", "N", "N", "N", "C", "C", "C", "C", "C", "H", "H", "H", "H", "H", "H", "H", "H", "H", "H", "H"],
  "xyz": [[1.677, 0.412, 0.110], [-0.404, 1.153, -0.764], [-1.830, -0.211, 0.269], [-0.720, -2.096, 1.129], [1.551, 1.293, 1.258], [0.829, -0.702, -1.778], [-0.698, -0.926, 0.622], [-1.603, 0.910, -0.344], [0.600, 0.160, -0.577], [2.370, 1.916, 1.056], [0.073, -2.523, 1.562], [1.777, 0.702, 2.265], [-2.801, -0.291, 0.674], [-1.445, -2.762, 1.193], [0.648, -0.119, -2.605], [-0.240, 2.110, -1.062], [0.180, -1.427, -1.993], [1.909, -1.000, -1.830], [-2.511, 1.640, -0.390], [0.638, 1.763, 1.206]],
  "atomic_forces_ev_per_a": [[-1.0528, -0.0938, -0.5333], [-1.0182, 1.3892, 0.3747], [-1.8367, -2.1371, 1.8953], [0.5847, 0.2684, 0.1963], [2.4737, -2.7710, 1.6884], [3.7850, 1.7142, 1.5438], [0.4195, 1.0232, -1.4634], [-2.0428, 2.6844, -0.5623], [0.8896, -2.3980, 1.2181], [0.8759, 1.4413, 0.4585], [1.3249, 0.1657, -0.1449], [-0.7769, 1.0868, -2.2915], [1.2663, -0.5549, -0.4385], [-2.0021, -0.3371, 0.0116], [-0.0092, 1.9692, -2.0577], [0.6212, -0.0414, -0.3087], [-2.5111, -3.4895, 0.0662], [-1.1382, -0.0940, 0.2939], [2.0567, -1.0532, -0.3979], [-1.9095, 1.2274, 0.4513]]
}


{
  "formula": "C5H11N3O2",
  "method": "ωB97M-V/def2-TZVPD",
  "orbital_gap_ev": 9.5,
  "smiles": "CN[C@@H]1C[C@H](N)C=[N+]([O-])O1",
  "multiplicity": 1,
  "elements": ["O", "O", "N", "N", "N", "C", "C", "C", "C", "C", "H", "H", "H", "H", "H", "H", "H", "H", "H", "H", "H"],
  "xyz": [[-1.511, 0.387, 0.420], [-2.484, -0.871, 1.971], [-0.704, -0.575, -1.649], [-1.437, -0.320, 1.677], [2.039, -0.060, 2.280], [-0.443, 0.350, -0.623], [0.812, 0.418, 1.666], [0.848, 0.019, 0.158], [-1.874, -0.273, -2.459], [-0.356, -0.220, 2.389], [2.848, 0.336, 1.817], [2.070, 0.214, 3.257], [1.025, -1.057, 0.111], [1.693, 0.517, -0.314], [-1.988, -1.056, -3.204], [-1.709, 0.677, -2.964], [0.700, 1.520, 1.713], [-0.277, -0.724, 3.329], [-0.763, -1.518, -1.275], [-2.790, -0.201, -1.864], [-0.466, 1.366, -1.017]],
  "atomic_forces_ev_per_a": [[-0.7058, 0.4025, 0.1345], [-0.4509, -0.1393, -0.0267], [0.0316, -0.1355, 0.1264], [0.1437, -0.1213, 0.0886], [0.0827, -0.0150, 0.1688], [0.8230, -0.7648, 1.9782], [-0.2199, 0.2739, -0.4611], [-0.2538, 0.1642, 0.2114], [-0.1348, 0.0215, 0.0989], [0.6231, 0.6064, -2.1973], [0.0099, 0.0266, 0.0863], [0.1286, -0.0031, -0.0844], [0.0196, -0.0319, -0.0133], [0.0902, -0.0281, -0.0582], [-0.0566, 0.0526, -0.0886], [-0.0522, 0.0082, -0.1038], [0.0424, -0.2237, 0.0062], [-0.2249, -0.1774, 0.1863], [0.1492, 0.1439, -0.0457], [0.0063, -0.0215, -0.0835], [-0.0513, -0.0380, 0.0770]]
}


{
  "formula": "C5H11N4",
  "method": "ωB97M-V/def2-TZVPD",
  "orbital_gap_ev": 10.8,
  "multiplicity": 1,
  "total_charge": 1,
  "elements": ["N", "N", "N", "N", "C", "C", "C", "C", "C", "H", "H", "H", "H", "H", "H", "H", "H", "H", "H", "H"],
  "xyz": [[-3.401, -0.584, -0.058], [0.513, 1.737, 0.941], [-2.257, 1.397, 0.388], [-1.158, -0.501, -0.444], [-2.288, 0.167, -0.060], [2.253, -0.064, 0.276], [2.205, -0.446, -1.208], [1.270, 0.905, 0.691], [3.089, -0.509, 1.180], [2.782, 0.220, -1.854], [1.121, -0.528, -1.474], [-4.198, -0.025, 0.283], [-1.070, -1.328, -0.920], [-3.125, 1.779, 0.659], [-1.394, 1.978, 0.405], [-3.535, -1.364, -0.544], [2.868, -1.392, -1.144], [-0.347, 0.139, -0.408], [2.999, -0.109, 2.201], [3.673, -1.473, 1.090]],
  "atomic_forces_ev_per_a": [[-0.5835, 6.4442, 3.3647], [-0.0890, -0.2955, -0.1504], [0.9140, 0.1475, -0.4426], [0.3447, 5.2760, 1.8176], [1.3549, -3.6537, -0.9913], [-0.6470, 0.9399, -1.5587], [1.0231, -1.6145, 1.6956], [0.7699, 0.9384, 0.0545], [0.4839, -1.9657, 2.0065], [-0.5176, 0.3009, 0.1678], [1.4218, -0.4592, -0.5267], [0.1455, -1.2986, -0.5625], [-0.3738, -2.1998, -1.1487], [-0.6811, 0.7759, 0.3782], [-0.6976, -0.7364, 0.2413], [-0.4819, -3.8040, -2.3447], [-1.7294, 0.9197, -0.9381], [-0.6778, -1.0799, -0.2524], [0.2667, -0.2502, -0.4705], [-0.2458, 1.6148, -0.3397]]
}


{
  "formula": "C5H11N4O",
  "method": "ωB97M-V/def2-TZVPD",
  "orbital_gap_ev": 8.1,
  "multiplicity": 1,
  "total_charge": 1,
  "elements": ["O", "N", "N", "N", "N", "C", "C", "C", "C", "C", "H", "H", "H", "H", "H", "H", "H", "H", "H", "H", "H"],
  "xyz": [[3.077, 1.817, -0.361], [-2.455, 0.368, 0.353], [0.127, -0.179, 0.181], [3.043, 0.473, -0.293], [2.370, -1.705, 0.491], [-0.807, -1.224, -0.217], [-2.120, -0.501, -0.784], [2.413, -0.473, 0.067], [-1.663, 1.526, 0.287], [-0.220, 1.040, 0.311], [1.519, -2.085, 0.873], [-1.972, 2.047, 1.234], [-0.434, -1.959, -0.896], [3.910, 2.253, -0.194], [-1.652, 2.127, -0.618], [-1.711, -0.171, -1.777], [-2.755, -1.356, -0.896], [-3.473, 0.407, 0.369], [3.169, -2.257, 0.765], [0.623, 1.806, 0.581], [-0.990, -1.955, 0.523]],
  "atomic_forces_ev_per_a": [[-2.5013, -0.3194, -0.4792], [-1.7702, -1.9968, -2.6976], [1.5559, 0.0767, -0.4354], [0.1345, -0.7075, 0.5287], [-0.4286, -1.0300, 0.2172], [-1.3171, 1.3313, -0.9848], [3.4028, -2.5212, 1.4517], [0.3805, 1.9915, 0.2485], [0.7634, 0.3509, 1.8237], [1.1604, 0.7622, 1.6065], [-0.3084, 0.3462, -0.3712], [1.0551, 0.4754, -1.0972], [1.1624, 0.3334, -1.5532], [1.3132, -0.8531, 0.2373], [-0.8383, 0.6162, -0.2574], [-1.1934, 0.7950, 0.7421], [-1.1102, 0.0879, -0.2996], [0.3900, 1.0768, 0.2822], [0.5672, 0.5316, -0.2497], [-1.6568, -1.3809, -0.7221], [-0.7610, 0.0339, 2.0095]]
}


{
  "formula": "C5H11N4O",
  "method": "ωB97M-V/def2-TZVPD",
  "orbital_gap_ev": 8.6,
  "multiplicity": 1,
  "total_charge": 1,
  "elements": ["O", "N", "N", "N", "N", "C", "C", "C", "C", "C", "H", "H", "H", "H", "H", "H", "H", "H", "H", "H", "H"],
  "xyz": [[-1.690, 0.813, -2.672], [0.530, 2.918, -0.574], [0.492, -2.026, 1.506], [-0.984, 1.743, -1.975], [0.127, 0.458, 0.203], [-0.775, 0.092, 0.944], [0.857, -1.898, 0.127], [-0.755, -1.255, 1.617], [1.263, -0.373, -0.100], [-0.300, 2.008, -1.072], [1.743, -0.252, -1.021], [-1.689, -1.947, 1.287], [1.814, -2.485, -0.022], [-1.003, -1.107, 2.669], [2.017, -0.046, 0.661], [0.767, 2.809, 0.358], [-2.046, 1.136, -3.438], [0.889, 3.793, -1.214], [-1.638, 0.769, 1.148], [0.395, -2.833, 2.087], [-0.015, -2.317, -0.520]],
  "atomic_forces_ev_per_a": [[2.6152, -2.0819, 5.0128], [0.4372, 2.7956, -3.9167], [-1.6187, 3.1171, 0.4549], [-2.6294, -0.1200, -3.2012], [1.2466, 2.7094, -3.4423], [-2.6064, -1.7700, 2.2265], [1.7123, -1.3818, -0.4823], [-1.8791, -2.0189, 0.8798], [-0.2467, -2.0126, 2.7442], [2.0553, -0.6005, 1.6281], [-0.0269, 0.6257, -1.7444], [1.6132, 1.8196, 0.0872], [-1.2455, 0.4600, -0.2972], [0.1117, 0.2347, 0.1484], [-0.3257, -0.8118, -0.5169], [0.7410, 0.1842, 1.7959], [-1.2363, 2.4341, -3.1359], [-1.3909, -3.1014, 2.3561], [0.5857, -0.6240, -0.2001], [0.4872, -0.9163, -0.7050], [1.6000, 1.0588, 0.3081]]
}


Quick rundown of energy above the lowest of the compared OMol25 structures with the same formula, charge and spin, same order as above: 90.6; 57.2; 110.0; 24.7; 153.6; 149.6 kcal/mol